# 1
15
Properties=species:S:1:pos:R:3:forces:R:3:mulliken_charge:R:1 method="wB97M-V/def2-TZVPD" e_lumo_ev="1.0 / -1.4" total_energy_ha=-341.7591 e_above_lowest_kcal_mol=21.3 homo_lumo_gap_ev="7.065 / 8.563" multiplicity=3
C -1.051933 -0.618829 0.345635 0.08 -5.14 -1.27 -0.0903
C 1.652931 0.585154 0.915131 -0.77 3.07 3.10 0.2885
C -1.396740 -1.657300 -0.713385 -0.43 -0.81 -0.76 -0.9381
C 1.528063 1.263599 -0.318515 -3.03 0.24 -1.84 -1.0475
N -1.514927 0.512729 0.360239 0.94 -0.26 1.76 0.6146
N -1.933330 1.559398 0.175112 -2.85 6.06 -1.56 -0.9819
O 2.080421 -0.482265 1.142812 0.94 -2.91 0.08 -0.4513
H -0.560947 -0.924989 1.235677 0.80 -0.85 0.71 0.5678
H 1.382772 1.278767 1.772287 -0.14 -0.60 -0.05 0.3035
H -1.010190 -2.622630 -0.337271 0.32 0.41 -0.67 0.3031
H -1.011252 -1.383250 -1.775378 -0.60 -0.55 1.87 0.2334
H -2.520199 -1.892085 -0.780769 1.40 0.94 0.04 0.2917
H 2.105655 0.818063 -1.019121 1.77 -1.54 -2.49 0.3539
H 1.773890 2.265585 -0.289890 0.71 2.20 0.58 0.3562
H 0.475783 1.298059 -0.712558 0.87 -0.26 0.51 0.1965


# 2
57
Properties=species:S:1:pos:R:3:forces:R:3:mulliken_charge:R:1 method="wB97M-V/def2-TZVPD" e_lumo_ev=-2.2 total_energy_ha=-1083.1304 e_above_lowest_kcal_mol=4.4 homo_lumo_gap_ev=3.799
C 3.543601 -2.639352 1.578798 0.11 -0.21 0.07 -1.3394
C 2.688216 -1.441237 1.226338 -0.26 -0.07 0.07 0.0545
O 1.337042 -1.727568 1.627219 1.24 0.24 -0.39 -0.1915
C 0.452509 -0.723746 1.325248 -2.48 -0.91 0.85 0.0302
C -0.904052 -1.125895 1.756333 1.09 1.58 -0.25 0.2956
C -1.962412 -0.163385 1.663279 0.54 -2.23 0.73 0.9777
O -1.868485 0.961621 1.165403 -0.26 1.25 -0.88 -0.6665
C -3.334701 -0.616518 2.228295 0.27 0.73 0.00 -1.0893
C -4.127429 -1.512869 1.274142 -0.20 0.10 0.26 -0.3955
C -3.748732 -2.993225 1.199239 -0.16 -0.04 -0.33 -0.8828
C -2.395245 -3.343323 0.551321 -0.07 -0.46 -0.11 -0.2367
C -1.271460 -3.628711 1.542358 0.22 0.15 0.29 -0.8434
C -1.031434 -2.434421 2.487441 -0.01 0.04 -0.28 -1.4816
O 0.812350 0.306705 0.788213 0.47 0.39 -0.60 -0.6673
H 4.579927 -2.482825 1.272704 -0.02 0.13 -0.04 0.4148
H 3.556066 -2.827628 2.656556 -0.13 0.05 -0.12 0.3117
H 3.198110 -3.547947 1.075004 -0.08 0.15 0.09 0.2956
H 3.032287 -0.530412 1.743868 -0.07 -0.27 -0.29 0.2806
H 2.689824 -1.258483 0.140191 0.14 0.08 0.30 0.1000
H -3.209306 -1.081036 3.220487 -0.19 0.12 -0.38 0.4163
H -3.904090 0.313980 2.372571 0.16 -0.21 -0.01 0.4369
H -5.177422 -1.457475 1.597586 0.11 -0.08 -0.15 0.3791
H -4.096533 -1.068473 0.269321 0.04 -0.07 0.08 0.1851
H -3.826587 -3.437500 2.200413 0.10 0.01 -0.09 0.3980
H -4.535040 -3.468088 0.596522 0.07 -0.01 0.15 0.3165
H -2.533809 -4.237035 -0.074424 0.03 0.13 0.08 0.4619
H -2.077985 -2.543635 -0.129965 -0.11 -0.03 0.15 -0.1235
H -1.503851 -4.515001 2.152765 -0.05 0.06 -0.21 0.3944
H -0.338342 -3.851073 0.998316 -0.26 0.08 0.11 0.3573
H -0.113841 -2.600626 3.065831 -0.37 -0.12 0.02 0.5115
H -1.868157 -2.351942 3.184092 0.17 -0.27 0.05 0.3787
C -1.197988 0.172184 -2.469639 -0.97 -0.31 -0.16 -1.6404
C -0.784067 1.368257 -1.718950 0.98 0.44 0.27 0.1914
C 0.424630 2.076578 -1.713580 0.22 0.33 -0.38 0.9803
C 0.485796 3.343661 -1.008496 -0.09 -0.14 -0.01 1.0437
C -0.737961 3.873863 -0.333147 -0.16 0.21 0.35 -1.7312
C 1.663415 4.076065 -0.960934 -0.07 -0.14 0.07 -0.9593
C 2.841360 3.614983 -1.572934 -0.69 -0.01 0.30 0.8558
C 4.128019 4.368158 -1.440299 0.28 -0.04 -0.16 -1.4580
C 2.774872 2.427835 -2.308576 0.36 -0.25 -0.20 -1.0722
C 1.621058 1.675343 -2.420554 -0.24 0.06 0.10 1.4904
C 1.664428 0.454872 -3.277839 0.46 -0.35 -0.12 -1.7481
H -2.288972 0.077712 -2.343649 0.45 -0.17 0.01 0.3494
H -1.022381 0.276457 -3.546211 0.24 -0.05 0.19 0.4816
H -0.750964 -0.775751 -2.129916 0.10 0.39 0.05 0.2953
H -1.584537 1.775666 -1.123737 0.03 0.14 0.30 0.2118
H -0.489519 4.775863 0.240500 -0.10 -0.27 -0.13 0.3721
H -1.522291 4.149475 -1.057085 0.27 -0.16 0.18 0.3658
H -1.140738 3.112776 0.350332 0.00 0.17 -0.03 0.3059
H 1.673864 5.016588 -0.398401 0.02 -0.37 -0.25 0.3420
H 4.922473 3.848427 -1.988993 -0.12 0.20 0.16 0.3566
H 4.038786 5.386653 -1.839823 -0.05 -0.20 0.08 0.3476
H 4.436839 4.457734 -0.389818 -0.18 -0.06 -0.21 0.3388
H 3.691081 2.071548 -2.803372 -0.52 0.17 0.19 0.2098
H 2.681514 0.327952 -3.671716 -0.30 -0.02 0.09 0.3737
H 1.422855 -0.435737 -2.688398 -0.06 0.08 -0.15 0.2857
H 0.987424 0.509967 -4.140244 0.08 0.02 0.29 0.3323


# 3
14
Properties=species:S:1:pos:R:3:forces:R:3:mulliken_charge:R:1 method="wB97M-V/def2-TZVPD" e_lumo_ev=0.4 total_energy_ha=-990.6821 e_above_lowest_kcal_mol=17.9 homo_lumo_gap_ev=9.386
C 2.171704 -1.872030 0.181020 0.19 -0.30 0.07 -0.8056
C 1.589602 -0.745699 -0.180481 -0.01 0.19 -0.06 0.3118
O 2.109127 0.486058 0.081576 -0.06 -0.10 0.01 -0.4797
H 1.734963 -2.813668 -0.112185 -0.05 -0.02 -0.01 0.2448
H 3.090436 -1.894041 0.750126 0.02 0.09 0.00 0.2717
H 0.666640 -0.754674 -0.749840 -0.12 0.05 -0.02 0.1507
H 1.387039 1.125291 0.040047 0.03 0.05 0.07 0.2577
C -2.335739 0.483131 0.668819 0.10 -0.30 0.12 -0.7078
S -1.048433 1.737643 0.545499 -0.01 0.19 -0.34 -0.0997
S -1.177531 2.307358 -1.440956 -0.02 -0.10 0.34 -0.1576
H -3.327077 0.921882 0.620334 -0.03 0.04 -0.11 0.3194
H -2.204856 0.004969 1.641718 0.00 0.07 0.01 0.2808
H -2.199967 -0.280988 -0.096530 -0.07 0.11 0.01 0.2645
H -0.455908 1.294768 -1.949147 0.03 0.02 -0.09 0.1490


# 4
13
Properties=species:S:1:pos:R:3:forces:R:3:mulliken_charge:R:1 method="wB97M-V/def2-TZVPD" e_lumo_ev=0.7 total_energy_ha=-377.8287 e_above_lowest_kcal_mol=82.0 homo_lumo_gap_ev=8.956
N -2.579553 0.195609 -0.106957 0.62 -1.12 -0.31 -0.4812
N -1.669064 -0.951978 -0.095122 -0.79 0.43 0.02 -0.4670
C -0.494979 -0.503309 -0.048298 -2.48 -3.61 -0.79 0.7738
O 0.537341 -1.353902 -0.090843 0.70 0.55 -0.12 -0.4080
C 1.726375 -0.539265 0.035677 -1.49 -0.45 -2.18 -0.3407
C 1.147304 0.871997 -0.130719 2.57 1.50 1.57 -0.2236
O -0.230200 0.750230 -0.049112 0.85 2.15 -0.12 -0.3404
H -3.477764 -0.251300 -0.165227 -0.40 0.18 0.38 0.2610
H -2.427187 0.603804 0.804124 -0.73 0.40 0.19 0.2025
H 2.399106 -0.807004 -0.761304 0.22 0.01 -0.47 0.2239
H 2.155705 -0.889025 0.909063 1.03 0.34 2.19 0.2948
H 1.487940 1.384154 -1.045020 -0.38 -0.35 0.21 0.2730
H 1.424976 1.489985 0.743734 0.26 -0.02 -0.57 0.2319